(1)
Formula: CBrClN2O4
Source: OMol25
Level of theory: wB97M-V/def2-TZVPD

XYZ file:
```
9
Properties=species:S:1:pos:R:3
C -0.8154 0.3175 -0.0205
N 0.5306 0.7482 0.1474
N -1.2055 -1.0705 -0.0053
O 1.3991 -0.0979 0.2783
O -0.3824 -1.8923 0.3098
O 0.7056 1.9462 0.1540
O -2.3523 -1.2823 -0.3255
Cl -1.9982 1.4719 -0.2472
Br 4.1184 -0.1409 -0.2911
```

## Properties
**HOMO (alpha / beta)**: -10.5 / -10.9 eV
**Relative energy (zero: lowest compared OMol25 entry of this formula, charge and spin)**: 47.9 kcal per mole
**F_max**: 1.413 eV/A


(2)
Formula: C3H3NO2S
Source: OMol25
Level of theory: wB97M-V/def2-TZVPD

XYZ file:
```
10
Properties=species:S:1:pos:R:3
O -2.7537 -0.6170 0.0001
C -1.6014 -0.2661 -0.0011
C -0.3542 -0.9769 0.0728
C 0.6241 -0.0738 -0.0769
S 2.3312 -0.2826 -0.0567
N 0.0626 1.2003 0.1103
O -1.3001 1.0453 -0.0393
H -0.2624 -2.0441 0.0616
H 2.5862 0.6551 0.8788
H 0.3572 1.9835 -0.4604
```

## Properties
**HOMO**: -9.5 eV
**Relative energy (zero: lowest compared OMol25 entry of this formula, charge and spin)**: 61.9 kcal per mole
**F_max**: 2.068 eV/A


(3)
Formula: C30H43N5O3
Source: OMol25
Level of theory: wB97M-V/def2-TZVPD

XYZ file:
```
81
Properties=species:S:1:pos:R:3
C -1.9632 2.3412 -4.0105
C -1.8504 2.5561 -2.5003
C -2.6622 3.7763 -2.0660
C -0.3832 2.6927 -2.0935
O -2.4147 1.3491 -1.9382
C -2.3819 1.1418 -0.6153
O -2.0184 1.9433 0.2176
N -2.8828 -0.0864 -0.2900
C -3.0147 -1.1437 -1.2693
C -1.7017 -1.9161 -1.3921
C -1.2580 -2.4557 -0.0232
C 0.1148 -3.0405 -0.0958
C 1.3365 -2.3966 -0.2661
C 1.6057 -0.9949 -0.6432
O 0.9787 -0.3922 -1.4997
N 2.6471 -0.4379 0.0167
C 3.0055 0.9507 -0.1573
C 2.6624 1.7956 1.0695
C 1.2070 1.6437 1.5277
C 0.8490 3.0054 2.1352
N 2.0092 3.8635 1.9103
C 1.7120 5.2808 1.8940
C 1.0522 5.8248 0.5995
C 2.1431 6.6287 -0.1015
C 2.9046 7.2576 1.0611
C 2.9875 6.1302 2.0901
C 2.7577 3.2981 0.8054
C 2.3001 -3.4036 -0.0541
N 1.7304 -4.5523 0.2229
N 0.4111 -4.3329 0.1953
C -0.4613 -5.4061 0.4446
C -1.5769 -5.6269 -0.3552
C -2.4105 -6.6971 -0.0839
C -2.1283 -7.5557 0.9653
C -0.9985 -7.3513 1.7406
C -0.1643 -6.2794 1.4846
C -1.2571 -1.3273 1.0224
C -2.5948 -0.5893 1.0359
H -3.0004 2.1660 -4.2849
H -1.5989 3.2166 -4.5400
H -1.3749 1.4758 -4.3037
H -3.7012 3.6629 -2.3687
H -2.2540 4.6714 -2.5277
H -2.6218 3.8842 -0.9855
H -0.3130 2.9663 -1.0443
H 0.1285 1.7436 -2.2430
H 0.0963 3.4600 -2.6963
H -3.2919 -0.7088 -2.2285
H -3.8204 -1.8056 -0.9319
H -0.9308 -1.2451 -1.7728
H -1.8206 -2.7385 -2.1004
H -1.9641 -3.2255 0.3097
H 3.0925 -0.9520 0.7596
H 4.0751 1.0268 -0.3810
H 2.4370 1.3030 -1.0218
H 3.3326 1.5380 1.8956
H 1.0843 0.8330 2.2446
H 0.5657 1.4454 0.6699
H -0.0647 3.3947 1.6681
H 0.6730 2.9407 3.2138
H 1.0347 5.4371 2.7395
H 0.2226 6.4821 0.8624
H 0.6563 5.0223 -0.0207
H 2.8047 5.9658 -0.6615
H 1.7378 7.3717 -0.7881
H 2.3294 8.0925 1.4653
H 3.8875 7.6276 0.7711
H 3.0603 6.5097 3.1078
H 3.8649 5.5134 1.9050
H 2.3191 3.5221 -0.1809
H 3.7888 3.6553 0.8143
H 3.3678 -3.3304 -0.1208
H -1.7756 -4.9824 -1.1974
H -3.2783 -6.8666 -0.7036
H -2.7817 -8.3901 1.1703
H -0.7676 -8.0280 2.5494
H 0.7241 -6.1081 2.0717
H -0.4791 -0.6073 0.7722
H -1.0435 -1.7378 2.0117
H -2.5510 0.2597 1.7195
H -3.4080 -1.2572 1.3357
```

## Properties
**HOMO**: -8.0 eV
**Relative energy (zero: lowest compared OMol25 entry of this formula, charge and spin)**: 0.0 kcal per mole
**F_max**: 0.953 eV/A